[1]
Density functional theory data (ωB97M-V/def2-TZVPD) for the molecule C23H22O4S at a distorted geometry.

Geometry as XYZ:
```
50
Properties=species:S:1:pos:R:3:forces:R:3
C -7.3540 -0.4707 0.1105 -0.2 -0.2 0.0
O -6.3405 0.4931 -0.0571 0.3 0.2 0.0
C -5.0504 0.0872 -0.1058 0.3 0.0 0.0
C -4.6250 -1.2375 -0.0261 -0.5 0.0 0.0
C -3.2777 -1.5403 -0.0732 0.4 0.2 0.0
C -2.3219 -0.5374 -0.2121 -0.5 0.2 -0.1
C -0.8708 -0.7787 -0.2630 -0.2 -0.3 -0.3
O -0.1007 0.0706 -0.6679 -0.3 -0.3 -0.2
C -0.3576 -2.1343 0.1941 0.1 0.1 0.0
C 1.0191 -2.0279 0.8331 -0.3 1.0 0.3
C 2.2319 -2.0172 -0.0277 0.5 -0.2 -0.2
C 2.2211 -1.6355 -1.3641 -0.1 -0.1 0.0
C 3.3974 -1.6106 -2.0944 0.0 0.0 -0.1
C 4.5976 -1.9654 -1.5053 0.1 0.0 0.0
C 4.6186 -2.3493 -0.1738 0.1 0.0 0.0
C 3.4460 -2.3788 0.5567 -0.1 0.0 -0.1
S 1.0200 -0.5133 1.9349 0.3 0.0 0.7
O -0.3508 -0.3204 2.3472 -0.3 0.1 -0.3
O 1.9784 -0.8042 2.9730 0.4 -0.1 -0.2
C 1.5823 0.9817 1.1110 -0.1 -0.5 0.3
C 0.7092 2.0490 1.0353 -0.1 0.0 0.1
C 1.1245 3.2238 0.4365 0.1 -0.1 0.1
C 2.4087 3.3380 -0.0844 0.0 0.0 0.0
C 2.8489 4.5982 -0.7641 0.0 0.0 -0.1
C 3.2762 2.2562 0.0253 -0.1 0.0 0.0
C 2.8717 1.0783 0.6279 0.1 0.0 0.0
C -2.7606 0.7877 -0.3166 0.0 -0.2 0.0
C -4.0960 1.0991 -0.2569 -0.2 0.0 0.0
H -8.2887 0.0871 0.1341 0.1 -0.1 0.0
H -7.2355 -1.0178 1.0507 0.0 0.0 0.0
H -7.3769 -1.1783 -0.7241 0.0 0.0 0.0
H -5.3374 -2.0411 0.0757 -0.1 0.0 0.0
H -2.9852 -2.5778 -0.0229 0.0 -0.1 0.1
H -0.3227 -2.8039 -0.6713 0.0 0.0 0.0
H -1.0462 -2.5439 0.9309 0.0 0.0 -0.1
H 1.1279 -2.7978 1.6004 0.0 0.1 0.0
H 1.3008 -1.3365 -1.8378 -0.1 0.0 0.0
H 3.3727 -1.3100 -3.1314 0.0 0.0 -0.1
H 5.5126 -1.9437 -2.0786 0.1 0.0 0.0
H 5.5508 -2.6274 0.2955 0.1 0.0 0.0
H 3.4636 -2.6617 1.5988 0.0 0.0 0.1
H -0.2796 1.9381 1.4514 -0.1 0.0 0.0
H 0.4457 4.0620 0.3723 -0.1 0.1 0.0
H 2.2794 5.4527 -0.4077 0.0 0.1 0.0
H 2.6912 4.5109 -1.8394 0.0 0.1 -0.1
H 3.9073 4.7811 -0.5947 0.1 0.1 0.0
H 4.2809 2.3371 -0.3636 0.1 0.0 0.0
H 3.5515 0.2490 0.7316 0.1 -0.1 0.0
H -2.0180 1.5614 -0.4392 0.0 0.1 0.0
H -4.4397 2.1191 -0.3237 0.0 0.1 0.0
```
Forces are in eV/Å.

Results
- relative energy (zero: lowest compared OMol25 entry of this formula, charge and spin) (kcal/mol) = 6.4
- SMILES = COc1ccc(C(=O)C[C@@H](c2ccccc2)S(=O)(=O)c2ccc(C)cc2)cc1
- HOMO-LUMO gap (eV) = 9.166

Atom charges from the natural (NBO) analysis, given in e for atoms 1 to 2: atom 1 (C): -0.2540, atom 2 (O): -0.4845

---

[2]
Density functional theory data (ωB97M-V/def2-TZVPD) for a 2-piece molecular cluster, C3H8O4 overall at a distorted geometry.

Geometry as XYZ:
```
15
Properties=species:S:1:pos:R:3:forces:R:3
O 3.9755 -1.9426 1.4750 -2.7 0.5 -3.7
C 3.2185 -1.8127 0.4966 0.6 -0.4 2.8
O 1.8510 -1.9658 0.5843 2.2 0.0 1.7
C 1.1045 -1.9737 -0.5874 -0.4 -1.4 -1.2
C -0.2295 -1.3473 -0.2581 -0.5 -0.6 -1.8
O 0.0000 0.0000 0.0000 -0.4 0.3 2.4
H 3.4525 -1.5484 -0.5536 0.7 0.0 0.4
H 0.9489 -3.0300 -0.8797 0.1 0.3 -0.1
H 1.6846 -1.4836 -1.3929 -0.7 0.1 0.2
H -0.6983 -1.8653 0.6006 0.3 0.1 -0.4
H -0.9474 -1.3744 -1.1003 0.5 -0.5 0.2
H -0.0064 -0.1163 0.9730 0.4 1.7 -0.5
O 3.4340 -0.6907 -4.9773 -0.7 -1.0 0.1
H 3.5898 -1.4992 -4.4385 -0.2 0.8 -0.6
H 2.5805 -0.8595 -5.4370 0.9 0.2 0.5
```
Forces are in eV/Å.

Results
- relative energy (zero: lowest compared OMol25 entry of this formula, charge and spin) (kcal/mol) = 41.4
- SMILES = O=COCCO.O
- HOMO-LUMO gap (eV) = 11.106

Atom charges from the natural (NBO) analysis, given in e for atoms 1 to 2: atom 1 (O): -0.5442, atom 2 (C): 0.6507

---

[3]
Density functional theory data (ωB97M-V/def2-TZVPD) for C15H25As2N2O2Pt as an isolated structure.

Geometry as XYZ:
```
47
Properties=species:S:1:pos:R:3:forces:R:3
Pt 0.2472 -1.5888 0.3224 -0.4 -0.5 -0.3
C 4.1816 -2.0109 1.9864 -0.1 0.0 -0.2
C 2.7561 -1.6707 1.6644 0.0 0.1 0.3
N 2.2017 -1.9850 0.4727 0.0 0.3 0.0
O 2.9632 -2.8560 -0.3411 0.0 -0.2 0.0
C 1.9414 -0.9522 2.5439 0.4 -0.1 0.2
C 2.4558 -0.3628 3.8269 -0.2 -0.1 -0.2
N 0.6447 -0.8160 2.1883 -0.2 0.2 0.1
O -0.1743 -0.0817 2.8986 0.1 -0.1 0.0
H 4.5331 -2.8026 1.3284 0.0 0.0 0.0
H 4.2774 -2.3388 3.0226 0.0 0.0 0.0
H 4.8350 -1.1413 1.8479 0.1 0.0 0.0
H 2.3564 -2.9951 -1.0754 0.0 0.0 -0.1
H 3.3647 0.2243 3.6684 0.0 0.0 0.0
H 2.6800 -1.1367 4.5697 0.0 0.0 0.0
H 1.6740 0.2829 4.2238 0.0 0.0 0.0
C -3.4660 -1.9136 -0.2328 0.1 0.0 -0.1
As -1.9433 -0.7382 0.1144 -0.2 -0.1 0.2
C -2.7857 0.4038 1.4491 0.1 0.1 0.0
C -2.0013 0.4562 -1.4191 0.1 0.4 -0.3
C -2.9674 0.3472 -2.4152 -0.1 -0.2 0.1
C -2.9810 1.2068 -3.5023 0.1 0.1 -0.1
C -2.0203 2.2035 -3.6031 -0.1 -0.1 0.0
C -1.0515 2.3162 -2.6167 0.1 0.1 0.0
C -1.0182 1.4555 -1.5259 -0.3 -0.2 -0.1
As 0.3763 1.5717 -0.1446 0.3 0.6 0.2
C 0.1886 3.5272 0.2093 0.0 -0.1 -0.1
C 1.9224 1.7130 -1.3645 -0.1 -0.1 0.0
H -4.3855 -1.3341 -0.3163 0.0 0.0 0.0
H -3.5438 -2.5941 0.6138 0.0 0.0 0.0
H -3.3121 -2.5007 -1.1367 0.0 0.0 0.0
H -3.4524 1.1119 0.9557 0.0 -0.1 -0.1
H -2.0006 0.9146 2.0046 0.1 -0.1 0.0
H -3.3495 -0.2199 2.1416 0.0 0.0 0.0
H -3.7210 -0.4292 -2.3517 0.0 0.0 0.0
H -3.7320 1.0961 -4.2752 0.0 0.0 0.0
H -2.0265 2.8852 -4.4451 0.0 0.0 0.0
H -0.2983 3.0919 -2.7064 0.0 0.0 0.0
H 0.1894 4.1333 -0.6993 0.0 0.0 0.0
H 1.0147 3.8366 0.8499 0.0 0.0 0.0
H -0.7436 3.6903 0.7508 0.0 0.0 0.0
H 1.8973 2.6092 -1.9870 -0.1 0.0 0.0
H 1.9280 0.8252 -1.9968 0.0 0.0 0.0
H 2.8354 1.7127 -0.7698 0.0 0.0 0.0
C -0.0521 -2.7041 -1.3539 -0.2 0.0 0.3
H -1.0588 -2.9255 -1.7225 0.1 0.0 -0.2
H 0.6206 -3.5173 -1.6520 0.0 0.1 0.0
```
Forces are in eV/Å.

Results
- total charge = -1
- relative energy (zero: lowest compared OMol25 entry of this formula, charge and spin) (kcal/mol) = 11.9
- HOMO-LUMO gap (alpha / beta) (eV) = 4.171 / 5.797
- spin multiplicity = 3

Atom charges from the natural (NBO) analysis, given in e for atoms 1 to 2: atom 1 (Pt): 0.5255, atom 2 (C): -0.6515

---

[4]
Density functional theory data (ωB97M-V/def2-TZVPD) for C4H10F2Li2N2O9S2 as an isolated structure at a distorted geometry.

Geometry as XYZ:
```
31
Properties=species:S:1:pos:R:3:forces:R:3
Li -0.5958 -0.2025 -0.5503 0.0 0.4 0.7
Li -0.8526 -3.2082 -3.1846 -0.7 -0.2 0.7
N 1.0810 -2.8507 -0.5712 -2.9 -3.1 2.7
S 1.2229 -4.1872 0.5501 -3.0 -3.7 3.9
O 2.0538 -3.9892 1.7620 -1.8 -0.1 -3.4
O 1.2462 -5.4975 -0.0756 0.0 2.4 0.2
F -0.3068 -4.1533 1.2273 1.7 0.6 -1.4
S 2.5765 -2.6257 -0.4376 7.6 4.6 -2.3
O 3.3994 -3.6385 -1.0843 -1.1 0.8 1.5
O 3.0905 -1.8433 0.6736 -0.8 -1.4 -1.0
F 2.5931 -1.4538 -1.5504 -0.3 0.4 -0.8
N -4.2224 -2.6276 -1.5569 -0.6 0.5 -0.1
O -3.5539 -1.6151 -1.7893 2.0 2.6 -0.4
O -5.3653 -2.4895 -1.1475 -0.3 -0.8 0.2
O -3.6815 -3.7024 -1.8029 0.3 -2.1 -0.2
C -0.0006 1.4985 2.5940 -1.3 0.2 0.8
O -0.8889 1.5867 1.4480 0.2 0.2 -0.2
C -1.3390 2.9273 0.9872 1.1 -1.9 0.8
C -0.2623 3.5545 0.1330 0.6 -0.5 -1.0
O 0.3856 2.5419 -0.7195 -0.6 0.6 0.0
C 1.4660 3.1058 -1.4675 0.8 0.9 0.8
H 0.1162 0.4727 2.9438 0.3 -0.4 -1.2
H -0.5434 1.8222 3.4821 -0.1 1.0 0.0
H 0.9628 2.0065 2.5519 -0.1 0.0 -0.5
H -1.5829 3.5478 1.8495 0.1 0.1 0.0
H -2.2608 2.7434 0.4353 0.2 -0.1 -0.1
H 0.5128 4.0725 0.6979 0.1 -0.2 0.3
H -0.7498 4.3053 -0.4889 0.1 0.1 -0.3
H 1.2566 4.1082 -1.8410 -0.6 -0.1 -0.5
H 1.9174 2.4832 -2.2400 -0.9 -0.4 -0.1
H 2.3251 3.3080 -0.8279 0.1 -0.2 0.6
```
Forces are in eV/Å.

Results
- relative energy (zero: lowest compared OMol25 entry of this formula, charge and spin) (kcal/mol) = 103.0
- HOMO-LUMO gap (eV) = 6.166

Atom charges from the natural (NBO) analysis, given in e for atoms 1 to 2: atom 1 (Li): 0.9579, atom 2 (Li): 0.9774

---

[5]
Density functional theory data (ωB97M-V/def2-TZVPD) for a 2-piece molecular cluster, C6H11O2 overall.

Geometry as XYZ:
```
19
Properties=species:S:1:pos:R:3:forces:R:3
O -1.8274 -0.1361 -0.8912 -0.9 -0.3 0.2
C -0.9270 0.4532 -1.4295 0.3 0.2 -0.1
O 0.2890 0.4702 -0.9576 0.4 0.1 0.0
C -1.1076 1.2752 -2.6967 0.0 0.1 0.3
H -0.2069 1.3552 -3.2931 0.2 0.0 0.0
H -1.9056 0.8120 -3.2615 -0.1 -0.1 -0.1
H -1.4272 2.2772 -2.3968 0.1 -0.1 0.0
C 0.6318 0.0552 1.5567 0.1 1.0 -0.1
C 0.5852 -1.1823 1.0584 0.0 -0.7 -0.1
C -0.6166 -2.0661 1.0795 0.1 0.2 -0.3
C 1.8009 0.9873 1.4187 -0.1 -0.5 -0.1
H -0.2621 0.4404 2.0330 -0.1 0.1 0.1
H 1.4860 -1.5737 0.5948 0.0 0.0 -0.1
H -0.9975 -2.0642 0.0585 -0.2 -0.2 0.0
H -0.3931 -3.0960 1.3461 0.1 0.0 0.2
H -1.4120 -1.6663 1.7037 0.0 0.0 0.1
H 2.6985 0.4263 1.1589 0.1 0.0 0.0
H 1.9884 1.5559 2.3232 0.0 0.1 0.1
H 1.6030 1.6767 0.5949 0.0 0.1 0.1
```
Forces are in eV/Å.

Results
- relative energy (zero: lowest compared OMol25 entry of this formula, charge and spin) (kcal/mol) = 12.5
- HOMO-LUMO gap (alpha / beta) (eV) = 10.489 / 6.990
- spin multiplicity = 2

Atom charges from the Mulliken analysis, given in e for atoms 1 to 2: atom 1 (O): -0.5615, atom 2 (C): 0.7893

---

[6]
Density functional theory data (ωB97M-V/def2-TZVPD) for the molecule C9H13FO2S at a distorted geometry.

Geometry as XYZ:
```
26
Properties=species:S:1:pos:R:3:forces:R:3
C 0.1006 -1.7589 1.7485 1.9 0.9 0.6
C -1.1458 -1.0011 1.5030 -1.0 -0.6 -1.8
C -2.3947 -1.8925 1.4537 -0.2 -0.2 -0.2
S -0.9947 -0.2086 -0.2364 -0.7 2.0 2.5
O -0.7417 -1.2942 -1.1291 0.4 -0.4 -0.9
O -2.1371 0.7017 -0.4277 1.2 -1.1 0.0
C 0.5994 1.1141 0.0669 -1.7 -1.1 -1.0
F 0.4448 1.4410 1.3782 0.0 0.1 0.3
C 1.8764 0.4886 -0.2220 -0.2 0.4 -2.3
C 2.2804 0.4147 -1.5012 -1.3 0.5 0.0
C 1.4138 0.9674 -2.5687 0.5 0.5 0.5
C 0.5392 1.9436 -2.3211 -0.2 1.0 1.8
C 0.3092 2.2792 -0.8310 2.4 0.9 0.4
H 0.0297 -2.8137 1.7014 -0.2 -1.0 -0.4
H 0.8371 -1.3727 1.0589 0.5 -0.6 -0.5
H 0.6018 -1.5144 2.6936 -0.6 0.0 0.2
H -1.1828 -0.1919 2.1904 -0.7 0.8 0.4
H -2.4546 -2.6599 0.6859 1.1 0.0 -0.5
H -3.2912 -1.3640 1.2219 -0.7 0.9 0.3
H -2.5435 -2.4848 2.3499 0.1 0.3 0.6
H 2.4386 0.0829 0.5301 1.3 -0.8 2.0
H 3.2382 0.0289 -1.8077 0.1 -0.3 0.1
H 1.6608 0.6716 -3.5495 0.1 -0.2 -1.1
H 0.0647 2.6654 -3.0155 0.3 -1.1 0.1
H 1.0807 3.0615 -0.3914 -1.1 -1.1 -1.3
H -0.6293 2.6963 -0.5809 -1.2 0.2 -0.1
```
Forces are in eV/Å.

Results
- SMILES = CC(C)S(=O)(=O)[C@@]1(F)C=CC=CC1
- HOMO-LUMO gap (eV) = 8.901

Atom charges from the natural (NBO) analysis, given in e for atoms 1 to 2: atom 1 (C): -0.6295, atom 2 (C): -0.3913

---

Record order is preserved below.
E_tot: -43232.6718; -11429.4761; -147955.2334; -53225.2150; -10493.0467; -27189.0138 eV